# C4H6N2

An isolated molecule of C4H6N2 (wB97M-V/def2-TZVPD, the Open Molecules 2025 dataset).

- spin multiplicity = 1
- orbital gap (eV) = 9.3
- highest occupied orbital energy (eV) = -8.67
- M (g/mol) = 82.11

Last columns: bonded neighbours and bond lengths (Å).
Element x y z (Å)
1 N -0.1691 -1.0444 -2.6001  C2 1.158
2 C 0.0941 -1.1536 -1.4776  N1 1.158, C3 1.470
3 C 0.4176 -1.3955 -0.0637  C2 1.470, C4 1.539, H7 1.101, H8 1.092
4 C 1.1909 -0.3751 0.7907  C3 1.539, N6 1.310
5 C -0.6379 1.2884 0.2702  N6 1.468, H9 1.092, H10 1.096, H11 1.092
6 N 0.5694 0.7700 0.9247  C4 1.310, C5 1.468, H12 1.014
7 H -0.5351 -1.5913 0.4524  C3 1.101
8 H 0.9891 -2.3256 -0.0373  C3 1.092
9 H -0.4938 1.2861 -0.8126  C5 1.092
10 H -1.5163 0.6802 0.5136  C5 1.096
11 H -0.8124 2.3119 0.6102  C5 1.092
12 H 1.0089 1.4177 1.5690  N6 1.014

Electronic structure analysis, Löwdin charges in units of e: 0.135, -0.252, -0.225, -0.067, -0.068, -0.101, 0.117, 0.095, 0.078, 0.090, 0.086, 0.112

***

# C4H6N2

An isolated molecule of C4H6N2 (wB97M-V/def2-TZVPD, the Open Molecules 2025 dataset).

- spin multiplicity = 1
- orbital gap (eV) = 11.0
- highest occupied orbital energy (eV) = -10.09
- SMILES = CN1C[C@H]1C#N
- M (g/mol) = 82.11

Last columns: bonded neighbours and bond lengths (Å).
Element x y z (Å)
1 C -1.3158 0.2673 0.8746  N2 1.429, H7 1.087, H8 1.097, H9 1.100
2 N -0.0023 0.4832 0.3545  C1 1.429, C3 1.521, C4 1.423
3 C 0.0904 0.3945 -1.1612  N2 1.521, C4 1.479, H10 1.076, H11 1.097
4 C 0.7676 -0.5515 -0.2480  N2 1.423, C3 1.479, C5 1.452, H12 1.088
5 C 2.2078 -0.5714 -0.0636  C4 1.452, N6 1.156
6 N 3.3544 -0.6109 0.0777  C5 1.156
7 H -1.2478 0.1807 1.9562  C1 1.087
8 H -1.7905 -0.6142 0.4262  C1 1.097
9 H -1.9216 1.1524 0.6297  C1 1.100
10 H 0.3310 1.4297 -0.9918  C3 1.076
11 H -0.7733 -0.0294 -1.6883  C3 1.097
12 H 0.3000 -1.5304 -0.1658  C4 1.088

Electronic structure analysis, Löwdin charges in units of e: -0.108, -0.161, -0.047, -0.317, -0.153, 0.149, 0.083, 0.084, 0.093, 0.121, 0.110, 0.147

***

# C4H6N2

An isolated molecule of C4H6N2 (wB97M-V/def2-TZVPD, the Open Molecules 2025 dataset).

- spin multiplicity = 1
- orbital gap (eV) = 9.2
- highest occupied orbital energy (eV) = -8.42
- M (g/mol) = 82.11

Last columns: bonded neighbours and bond lengths (Å).
Element x y z (Å)
1 C -1.7021 -0.1808 0.0028  C2 1.494, H7 1.099, H8 1.099, H9 1.095
2 C -0.2098 -0.1103 -0.0025  C1 1.494, C3 1.382, N6 1.349
3 C 0.7482 -1.0960 0.1373  C2 1.382, C4 1.426, H10 1.084
4 C 2.0464 -0.5393 -0.0599  C3 1.426, N5 1.418
5 N 1.7429 0.8173 -0.3376  C4 1.418, N6 1.331, H11 1.156
6 N 0.4413 1.0555 -0.1960  C2 1.349, N5 1.331, H12 1.014
7 H -2.1390 0.4783 0.7656  C1 1.099
8 H -2.1190 0.1112 -0.9708  C1 1.099
9 H -2.0239 -1.2056 0.2149  C1 1.095
10 H 0.5307 -2.1419 0.3220  C3 1.084
11 H 2.6315 0.8228 0.4023  N5 1.156
12 H 0.0528 1.9889 -0.2781  N6 1.014

Electronic structure analysis, Löwdin charges in units of e: -0.028, -0.325, -0.111, -0.111, -0.101, 0.009, 0.083, 0.085, 0.082, 0.084, 0.167, 0.167

***

# C4H6N2

An isolated molecule of C4H6N2 (wB97M-V/def2-TZVPD, the Open Molecules 2025 dataset).

- spin multiplicity = 1
- orbital gap (eV) = 9.3
- highest occupied orbital energy (eV) = -8.37
- SMILES = [H]/N=C/C(N)=C=C
- M (g/mol) = 82.11

Last columns: bonded neighbours and bond lengths (Å).
Element x y z (Å)
1 H 1.9675 2.3783 -0.0772  N2 1.021
2 N 1.6307 1.4230 0.0528  H1 1.021, C3 1.269
3 C 0.3773 1.3710 -0.1385  N2 1.269, C4 1.485, H8 1.102
4 C -0.4123 0.1166 -0.0454  C3 1.485, N5 1.420, C6 1.317
5 N -1.8243 0.2603 -0.0947  C4 1.420, H9 1.011, H10 1.010
6 C 0.1859 -1.0551 0.0191  C4 1.317, C7 1.303
7 C 0.7615 -2.2241 0.0366  C6 1.303, H11 1.088, H12 1.088
8 H -0.2301 2.2546 -0.3929  C3 1.102
9 H -2.1155 1.2271 -0.0399  N5 1.011
10 H -2.2972 -0.2725 0.6219  N5 1.010
11 H 1.0368 -2.7256 0.9621  C7 1.088
12 H 0.9933 -2.7425 -0.8912  C7 1.088

Electronic structure analysis, Löwdin charges in units of e: 0.048, 0.099, -0.212, -0.341, 0.063, -0.049, 0.017, 0.109, 0.065, 0.085, 0.057, 0.059

***

# C4H6N2

An isolated molecule of C4H6N2 (wB97M-V/def2-TZVPD, the Open Molecules 2025 dataset).

- spin multiplicity = 1
- orbital gap (eV) = 10.8
- highest occupied orbital energy (eV) = -10.05
- SMILES = N#C[C@@H]1CCN1
- M (g/mol) = 82.11

Last columns: bonded neighbours and bond lengths (Å).
Element x y z (Å)
1 N -2.5600 0.0422 -0.2953  C2 1.146
2 C -1.4903 -0.1075 0.0882  N1 1.146, C3 1.426
3 C -0.1279 -0.1070 0.5091  C2 1.426, C4 1.551, N6 1.458, H7 1.106
4 C 0.7077 1.0981 0.0028  C3 1.551, C5 1.582, H8 1.095, H9 1.118
5 C 1.8443 0.0198 -0.2145  C4 1.582, N6 1.507, H10 1.111, H11 1.107
6 N 0.7569 -1.0234 -0.2002  C3 1.458, C5 1.507, H12 1.036
7 H -0.0860 -0.1105 1.6142  C3 1.106
8 H 0.3296 1.4471 -0.9640  C4 1.095
9 H 0.8450 1.9796 0.6760  C4 1.118
10 H 2.4014 0.0501 -1.1752  C5 1.111
11 H 2.5103 -0.0480 0.6665  C5 1.107
12 H 1.0188 -1.8702 0.3371  N6 1.036

Electronic structure analysis, Löwdin charges in units of e: 0.157, -0.194, -0.387, -0.099, -0.164, -0.019, 0.151, 0.109, 0.116, 0.107, 0.106, 0.117

***

# C4H6N2

An isolated molecule of C4H6N2 (wB97M-V/def2-TZVPD, the Open Molecules 2025 dataset).

- spin multiplicity = 1
- orbital gap (eV) = 9.2
- highest occupied orbital energy (eV) = -8.12
- SMILES = Nc1ccc[nH]1
- M (g/mol) = 82.11

Last columns: bonded neighbours and bond lengths (Å).
Element x y z (Å)
1 N 2.0342 -0.1246 0.1316  C2 1.407, H7 1.010, H8 1.012
2 C 0.6396 -0.0279 -0.0239  N1 1.407, C3 1.366, N6 1.373
3 C -0.1496 1.0643 -0.2469  C2 1.366, C4 1.429, H9 1.082
4 C -1.5117 0.6391 -0.1679  C3 1.429, C5 1.375, H10 1.084
5 C -1.4863 -0.7106 0.0957  C4 1.375, N6 1.369, H11 1.082
6 N -0.1794 -1.1096 0.1840  C2 1.373, C5 1.369, H12 1.007
7 H 2.5842 0.0571 -0.6963  N1 1.010
8 H 2.3735 0.4053 0.9238  N1 1.012
9 H 0.3476 2.0141 -0.3932  C3 1.082
10 H -2.4225 1.2184 -0.2703  C4 1.084
11 H -2.2920 -1.4156 0.2522  C5 1.082
12 H 0.1481 -2.0590 0.2595  N6 1.007

Electronic structure analysis, Löwdin charges in units of e: 0.074, -0.410, -0.065, -0.104, -0.146, 0.060, 0.074, 0.077, 0.098, 0.088, 0.104, 0.148

***

The records above give, respectively, energy above the lowest of the compared OMol25 structures with the same formula, charge and spin values of 260.1 315.9 382.2 237.5 163.5 36.6 kJ/mol.
The records above give, respectively, total energy values of -7222.8951 -7222.3165 -7221.6299 -7223.1292 -7223.8967 -7225.2120 eV.